[1]
This record from the OMol25 dataset describes a 2-piece molecular cluster, C2H5Cl2NO2 overall. The level of theory is wB97M-V/def2-TZVPD.

Results
LUMO	0.10	eV
DFT total energy	-32781.175	eV
HOMO	-10.8	eV
SMILES string	C[N+](=O)[O-].ClCCl
relative energy (zero: lowest compared OMol25 entry of this formula, charge and spin)	19.2	kcal per mole

Geometry as XYZ:
```
12
Properties=species:S:1:pos:R:3:nbo_charge:R:1
C -0.054 -0.759 0.744 -0.502
N 1.321 -1.162 0.376 0.513
O 2.289 -0.519 0.868 -0.391
O 1.511 -2.182 -0.273 -0.356
H -0.749 -1.182 0.018 0.216
H -0.089 0.328 0.671 0.232
H -0.272 -1.057 1.769 0.245
Cl -0.385 2.328 0.461 0.009
C -0.950 1.265 -0.841 -0.407
Cl 0.401 0.682 -1.875 -0.022
H -1.455 0.407 -0.399 0.221
H -1.569 1.853 -1.519 0.242
```



[2]
This record from the OMol25 dataset describes a 15-piece molecular cluster, H30O15 overall. The level of theory is wB97M-V/def2-TZVPD.

Results
LUMO	-0.48	eV
DFT total energy	-31195.839	eV
HOMO	-10.3	eV
relative energy (zero: lowest compared OMol25 entry of this formula, charge and spin)	134.4	kcal per mole

Geometry as XYZ:
```
45
Properties=species:S:1:pos:R:3:nbo_charge:R:1
H -0.573 0.483 0.221 0.459
H -0.137 -0.816 0.769 0.467
H -4.852 0.847 -1.445 0.468
H -3.375 0.511 -1.783 0.463
H -0.529 -3.652 -0.406 0.446
H 0.017 -3.067 -1.631 0.471
H 3.051 3.527 0.031 0.491
H 1.501 3.686 0.214 0.489
H 2.789 -1.465 -4.582 0.466
H 2.366 -1.065 -3.178 0.485
H -4.749 -2.805 -2.180 0.485
H -3.772 -1.811 -1.235 0.482
H 0.155 -0.782 5.579 0.471
H -0.565 -2.087 5.121 0.477
H -1.668 3.461 -1.532 0.459
H -2.525 3.914 -0.397 0.457
H 3.145 -1.316 -0.108 0.469
H 3.237 -2.647 -0.858 0.473
H 5.138 -2.339 2.077 0.482
H 4.023 -1.126 2.066 0.473
H -4.108 -0.142 2.085 0.470
H -5.627 0.063 1.928 0.474
H 1.585 3.089 2.931 0.482
H 2.009 4.291 2.015 0.470
H 1.872 3.066 -1.837 0.472
H 2.308 4.454 -1.966 0.467
H -2.370 0.442 1.440 0.456
H -1.839 1.737 1.881 0.457
H 0.926 -4.288 -0.626 0.448
H 1.945 -4.576 0.558 0.473
O 0.189 -0.103 0.180 -0.926
O -4.014 1.180 -1.645 -0.930
O -0.611 -2.813 -0.890 -0.906
O 2.287 3.895 -0.298 -0.964
O 2.025 -1.353 -4.016 -0.952
O -4.093 -2.710 -1.432 -0.967
O 0.061 -1.357 4.833 -0.948
O -2.378 3.109 -1.036 -0.916
O 3.274 -1.676 -0.948 -0.943
O 4.938 -1.379 1.842 -0.953
O -4.862 -0.422 1.613 -0.947
O 2.227 3.467 2.292 -0.950
O 2.084 3.779 -2.536 -0.956
O -2.634 1.368 1.714 -0.911
O 1.585 -4.931 -0.314 -0.933
```



[3]
This record from the OMol25 dataset describes one molecule with the formula C6H11NO2. The level of theory is wB97M-V/def2-TZVPD.

Results
LUMO	0.79	eV
DFT total energy	-11983.092	eV
HOMO	-8.9	eV
SMILES string	C=N/C(C)=C(\C)C(O)O
relative energy (zero: lowest compared OMol25 entry of this formula, charge and spin)	73.2	kcal per mole

Geometry as XYZ:
```
20
Properties=species:S:1:pos:R:3:nbo_charge:R:1
C -0.074 -1.138 2.654 -0.075
N 0.140 0.023 2.171 -0.411
C 0.531 0.029 0.591 0.158
C 1.968 -0.261 0.342 -0.671
C -0.551 0.202 -0.117 -0.062
C -1.957 0.557 0.230 -0.657
C -0.294 0.227 -1.815 0.366
O -0.398 1.551 -2.252 -0.727
O 0.905 -0.317 -2.277 -0.733
H -0.034 -2.071 2.058 0.147
H -0.242 -1.273 3.737 0.173
H 2.115 -1.332 0.177 0.233
H 2.367 0.305 -0.504 0.244
H 2.579 0.041 1.199 0.229
H -2.614 -0.300 0.059 0.220
H -2.304 1.388 -0.391 0.233
H -2.053 0.861 1.275 0.240
H -1.128 -0.344 -2.233 0.135
H 0.159 2.080 -1.659 0.475
H 0.885 -0.229 -3.245 0.482
```